[1]
{"formula": "C3H7NOS2", "method": "ωB97M-V/def2-TZVPD", "homo_energy_ha": [-0.2763, -0.2762], "homo_lumo_gap_ev": [7.34, 7.34], "lumo_ha": [-0.006, -0.007], "elements": ["C", "C", "C", "N", "O", "S", "S", "H", "H", "H", "H", "H", "H", "H"], "xyz": [[-0.2164, -0.8643, -0.1127], [-2.6195, 0.1372, -0.1670], [-1.2203, 0.2804, 0.3797], [3.1763, 0.2699, 0.7235], [-0.3419, -1.8493, -0.7807], [3.8892, 0.5890, -0.7263], [1.8884, -0.7232, 0.7427], [-2.7212, -0.9474, -0.0653], [-2.5459, 0.2917, -1.1891], [-3.2912, 0.7969, 0.3958], [-1.3638, 0.3200, 1.4964], [-0.8299, 1.2830, 0.1982], [3.9424, 2.0174, -0.6535], [2.2535, -1.6013, -0.2416]], "atomic_forces_ev_per_a": [[0.8905, 0.5572, 0.0788], [1.1405, -1.3547, 1.2872], [0.4918, -0.0935, 1.1303], [-1.2763, -0.1674, 0.8590], [-0.3769, 1.9323, 1.3437], [0.5008, 2.0407, -0.7967], [-0.2185, -0.5200, -0.4063], [-1.3757, 0.1902, 0.2043], [-0.5984, 0.7400, -2.0461], [-0.1219, -0.5569, -0.4813], [0.9365, -0.7763, -0.8049], [0.6566, -0.2740, -0.4250], [-0.0801, -1.7155, -0.1398], [-0.5690, -0.0023, 0.1970]]}

[2]
{"formula": "C3H7NOS2", "method": "ωB97M-V/def2-TZVPD", "homo_energy_ha": -0.3204, "homo_lumo_gap_ev": 8.20, "lumo_ha": -0.019, "elements": ["C", "C", "C", "H", "H", "H", "H", "H", "H", "H", "N", "O", "S", "S"], "xyz": [[1.7326, -1.3494, 0.0068], [-0.4274, 0.5547, -0.1237], [-1.7753, 0.6324, 0.3488], [2.5665, -0.5191, -0.2015], [1.9447, -1.2283, 1.1141], [2.1600, -2.3191, -0.0893], [-2.1138, 1.6396, 0.4883], [-1.8898, 0.1848, 1.2582], [-3.4940, -1.4988, 0.4049], [2.2453, 2.1835, -0.4105], [0.2962, 1.5462, -0.2971], [1.5613, 1.3135, -0.9794], [0.1647, -0.9859, -0.7659], [-2.9712, -0.1542, -0.7537]], "atomic_forces_ev_per_a": [[3.5902, 3.7121, 2.2979], [2.4597, -2.1649, -1.5921], [-1.6853, 1.1091, -1.0509], [-1.7047, -2.0167, -0.7198], [-1.7901, -0.1179, -0.5223], [-0.3045, -0.9168, -1.1613], [0.1418, 0.7625, -0.0813], [-0.1036, -1.3565, 2.4623], [1.2295, 3.0161, -2.7185], [-3.3240, -4.0052, -2.8688], [1.8354, 3.0360, -0.1061], [1.6272, 4.1843, 3.7276], [-0.4676, -2.0430, 0.0237], [-1.5039, -3.1992, 2.3097]]}

[3]
{"formula": "C3H7NOS2", "method": "ωB97M-V/def2-TZVPD", "homo_energy_ha": [-0.1825, -0.3011], "homo_lumo_gap_ev": [5.66, 5.76], "multiplicity": 3, "s2": 2.009, "lumo_ha": [0.025, -0.089], "elements": ["C", "C", "C", "N", "O", "S", "S", "H", "H", "H", "H", "H", "H", "H"], "xyz": [[1.9522, 0.0072, 1.0384], [-1.0093, -1.6753, 0.6432], [-0.1659, 1.9055, 0.0979], [-0.2468, -0.2698, -1.5354], [3.0873, -0.1408, 0.9819], [0.0136, -1.8446, -0.8372], [0.9083, 1.0250, -1.0432], [-0.5301, -2.3813, 1.3409], [-2.0093, -1.8838, 0.2331], [-0.7160, -0.6197, 0.8729], [-1.0010, 2.3783, -0.5759], [0.3974, 2.6871, 0.5288], [-0.3380, 1.1570, 0.7522], [-0.3424, -0.3447, -2.4976]], "atomic_forces_ev_per_a": [[1.9563, -0.2065, -0.2076], [1.1996, 0.5680, -1.2257], [-0.3646, 2.0935, -4.3001], [-1.7973, -1.9334, 2.2541], [-1.6961, 0.0646, 0.2483], [0.5538, -0.0119, -0.6599], [2.3036, 2.4162, -0.2017], [-0.8450, 0.2935, 0.0252], [0.1030, 0.3385, 1.2675], [-1.2121, -1.1594, 0.6003], [1.0909, -1.3052, 1.6833], [0.5082, 0.8089, 0.5709], [-1.7899, -1.7965, 2.4170], [-0.0103, -0.1702, -2.4717]]}

[4]
{"formula": "C3H7NS", "method": "ωB97M-V/def2-TZVPD", "homo_energy_ha": -0.3312, "smiles": "SNC1CC1", "homo_lumo_gap_ev": 9.99, "lumo_ha": 0.036, "elements": ["S", "N", "C", "C", "C", "H", "H", "H", "H", "H", "H", "H"], "xyz": [[-2.5773, 0.1044, 0.0004], [-1.0761, -0.7534, -0.2299], [-0.0010, -0.1741, 0.5656], [1.2791, -0.5447, -0.1389], [0.8481, 0.9095, 0.0510], [-2.5323, 0.9493, -1.0644], [-1.3695, -1.6839, -0.0768], [0.0624, -0.1787, 1.7176], [1.2510, -0.9302, -1.0622], [2.2294, -0.7178, 0.3120], [1.3276, 1.6051, 0.6809], [0.5585, 1.4145, -0.7554]], "atomic_forces_ev_per_a": [[-0.0785, 0.3534, -0.3287], [-1.0785, 3.1897, 0.4078], [1.0606, -2.1794, 1.8265], [1.3626, 2.8091, 3.4193], [0.0404, -1.8203, 0.3471], [0.1027, -0.4065, 0.2392], [0.6715, -1.2574, 0.4822], [-0.8183, -0.5558, -1.7954], [-0.6661, -1.2144, -3.2659], [0.2031, -0.6175, 0.9196], [0.6314, 0.0161, 1.2650], [-1.4309, 1.6830, -3.5167]]}

[5]
{"formula": "C3H7NSi", "method": "ωB97M-V/def2-TZVPD", "homo_energy_ha": [-0.2886, -0.2483], "homo_lumo_gap_ev": [7.47, 6.82], "lumo_ha": [-0.014, 0.002], "elements": ["C", "C", "C", "N", "Si", "H", "H", "H", "H", "H", "H", "H"], "xyz": [[0.1454, -1.5926, 0.2064], [0.5063, -0.6205, 1.1916], [-1.6740, 1.4418, -1.6477], [-1.0269, 0.7741, -0.8938], [1.2859, 0.9225, 0.7041], [-0.5527, -2.4406, 0.3562], [0.7357, -1.6736, -0.7101], [0.2231, -0.8230, 2.2143], [-2.5756, 1.2282, -2.1855], [-1.0095, -0.2537, -0.8152], [1.8588, 1.7765, 1.9317], [2.0834, 1.2609, -0.3520]], "atomic_forces_ev_per_a": [[0.6149, 0.7554, 1.6505], [-0.0048, -2.4177, -2.5228], [-0.5489, 0.9703, 0.2104], [1.2501, 0.1722, -0.0342], [-1.0552, 0.7072, 3.9012], [0.6390, 0.6046, 0.3551], [-0.4409, 0.3839, -0.0192], [-0.4190, 0.4103, 0.0892], [-0.4706, -0.1981, -0.7391], [-0.0293, -0.4841, 0.5657], [-0.7858, -0.9381, -1.2033], [1.2505, 0.0342, -2.2535]]}

[6]
{"formula": "C3H7O", "method": "ωB97M-V/def2-TZVPD", "homo_energy_ha": -0.0846, "homo_lumo_gap_ev": 6.91, "charge": -1, "lumo_ha": 0.169, "elements": ["C", "O", "H", "H", "H", "C", "C", "H", "H", "H", "H"], "xyz": [[-2.0059, 0.6050, -0.3023], [-1.0917, 0.2670, 0.6490], [-2.8891, 1.1691, 0.0826], [-1.6100, 1.2042, -1.1648], [-2.4379, -0.2622, -0.8518], [2.2105, -0.1241, 0.1845], [1.2233, -0.8444, -0.3474], [3.2554, -0.4260, 0.2108], [1.9715, 0.8358, 0.6326], [1.4223, -1.6793, -1.0250], [0.1285, -0.4820, -0.2447]], "atomic_forces_ev_per_a": [[0.2750, -0.1772, 0.1425], [-0.6215, 0.3202, -0.2795], [0.0003, 0.0713, -0.0893], [0.0928, 0.3122, 0.1643], [-0.2796, -0.3135, 0.0541], [-0.2548, -0.1567, -0.0376], [-0.6950, 0.6336, -0.9459], [0.0220, 0.0167, -0.2904], [-0.0454, -0.1808, 0.3506], [0.2721, -0.3209, 0.5618], [1.2339, -0.2048, 0.3692]]}

[7]
{"formula": "C3H7O2", "method": "ωB97M-V/def2-TZVPD", "homo_energy_ha": -0.0908, "homo_lumo_gap_ev": 6.65, "charge": -1, "lumo_ha": 0.154, "elements": ["C", "O", "H", "H", "H", "C", "C", "O", "H", "H", "H", "H"], "xyz": [[1.2943, 2.4985, 0.5067], [2.3019, 3.0989, 0.2062], [0.2812, 2.8942, 0.3466], [1.3388, 1.5276, 1.0265], [-2.0944, -3.1643, -2.4697], [0.4400, -0.8819, -0.0036], [-0.5039, -0.3444, 0.8388], [-1.1823, 0.7167, 0.6434], [0.9233, -1.8088, 0.2834], [0.5674, -0.4829, -0.9960], [-0.6115, -0.7556, 1.8545], [-2.7548, -3.2979, -2.2369]], "atomic_forces_ev_per_a": [[0.2448, -0.0971, 0.5644], [-0.1884, 0.0661, -0.1601], [-0.0148, -0.0106, -0.2281], [-0.1000, -0.0107, -0.2104], [1.0808, 0.2344, -0.3482], [-0.3157, -0.5664, 0.6014], [0.2473, 1.2373, -0.3620], [-0.1535, -0.0096, -0.0220], [0.1364, -0.0069, -0.1046], [0.0789, 0.0584, -0.2376], [0.0634, -0.6654, 0.1494], [-1.0792, -0.2293, 0.3579]]}

[8]
{"formula": "C3H7O2", "method": "ωB97M-V/def2-TZVPD", "homo_energy_ha": -0.0809, "smiles": "[O-]CCCO", "homo_lumo_gap_ev": 6.15, "charge": -1, "lumo_ha": 0.145, "elements": ["O", "C", "C", "C", "O", "H", "H", "H", "H", "H", "H", "H"], "xyz": [[-1.3874, -0.7629, 1.4135], [-0.9311, 0.4671, 1.1036], [-0.2049, 0.4932, -0.3132], [0.6390, -0.7485, -0.4359], [1.5738, -0.8207, -1.5114], [-1.7223, 1.2664, 1.0976], [-0.1792, 0.7591, 1.8775], [0.5164, 1.3143, -0.3619], [-1.0175, 0.5759, -1.0478], [1.1628, -0.8524, 0.5248], [0.0775, -1.6841, -0.2902], [1.4729, -0.0074, -2.0565]], "atomic_forces_ev_per_a": [[-0.4253, 0.1677, -0.2876], [0.2505, -1.0558, 0.1809], [-0.3399, -0.1994, 0.6182], [-0.2808, -1.1440, 1.7779], [-0.0918, 0.9590, -1.0329], [0.2201, 0.0777, -0.1279], [0.2839, 0.5996, -0.1857], [-0.2785, 0.5535, -0.1980], [0.3996, -0.0331, -0.2772], [0.6607, 0.6275, -0.0889], [-0.4118, 0.3694, -1.1126], [0.0132, -0.9220, 0.7338]]}

[9]
{"formula": "C3H7O2", "method": "ωB97M-V/def2-TZVPD", "homo_energy_ha": -0.0970, "smiles": "CO[C@H](C)[O-]", "homo_lumo_gap_ev": 7.18, "charge": -1, "lumo_ha": 0.167, "elements": ["C", "O", "C", "C", "O", "H", "H", "H", "H", "H", "H", "H"], "xyz": [[-0.2107, 0.8598, 1.4177], [-0.4909, -0.4404, 0.9655], [-0.6553, -0.5433, -0.5482], [0.8226, -0.5426, -1.1031], [-1.4148, 0.3664, -1.0460], [0.6881, 1.2525, 0.9531], [-1.1171, 1.4467, 1.1475], [-0.0907, 0.8506, 2.5074], [-1.0822, -1.6026, -0.6066], [1.5229, -0.0583, -0.4186], [0.8432, -0.0192, -2.0622], [1.1849, -1.5697, -1.2063]], "atomic_forces_ev_per_a": [[-1.5817, -0.4890, -0.5226], [0.4634, -0.6906, 0.6466], [0.1199, -0.0248, -0.0363], [-0.2289, -0.2866, 0.1570], [-0.2159, 0.3516, -0.2190], [0.2337, 0.4601, -0.1078], [0.8168, 0.3987, 0.1825], [0.0303, -0.1226, -0.0865], [0.4464, 0.4507, 0.1511], [-0.0935, 0.1664, 0.0041], [-0.0120, -0.1535, 0.0248], [0.0214, -0.0604, -0.1939]]}

[10]
{"formula": "C3H7O2", "method": "ωB97M-V/def2-TZVPD", "homo_energy_ha": -0.0752, "smiles": "[O-]CCCO", "homo_lumo_gap_ev": 5.67, "charge": -1, "lumo_ha": 0.133, "elements": ["O", "C", "C", "C", "O", "H", "H", "H", "H", "H", "H", "H"], "xyz": [[-0.5814, -2.1489, 1.2500], [-0.9365, -1.3411, 0.1930], [0.3569, -0.4404, -0.3368], [0.1763, 1.0563, -0.0556], [1.4430, 1.6948, -0.0196], [-1.6549, -0.5490, 0.5302], [-1.2176, -2.0110, -0.6243], [1.1032, -0.9596, 0.3591], [0.6384, -0.6297, -1.3445], [-0.5433, 1.5761, -0.6668], [-0.2321, 1.1702, 1.0337], [1.4479, 2.5824, -0.3184]], "atomic_forces_ev_per_a": [[-0.1813, 0.7748, -0.5457], [2.0571, -0.0948, 1.4493], [-0.7927, -0.9544, 2.4504], [-0.1640, -0.9650, 3.0501], [1.1202, -0.8469, -0.0294], [-0.4942, -0.3939, -0.7143], [-0.8149, 0.5168, -0.7472], [-0.5923, 1.2800, -0.9235], [0.1541, -0.1168, -1.1278], [-0.1716, 0.0635, -0.7377], [0.3236, -0.4463, -1.6866], [-0.4442, 1.1831, -0.4376]]}

[11]
{"formula": "C3H7O2", "method": "ωB97M-V/def2-TZVPD", "homo_energy_ha": -0.0930, "smiles": "CO[C@H](C)[O-]", "homo_lumo_gap_ev": 7.11, "charge": -1, "lumo_ha": 0.168, "elements": ["C", "O", "C", "C", "O", "H", "H", "H", "H", "H", "H", "H"], "xyz": [[-1.2850, 1.3706, 0.0955], [-0.8176, 0.0948, -0.2617], [0.6566, -0.0424, -0.0037], [0.8486, -1.5929, -0.1157], [1.0691, 0.5332, 1.0810], [-0.5378, 2.1253, -0.1385], [-2.1951, 1.5410, -0.4848], [-1.5185, 1.4286, 1.1531], [1.1039, 0.4041, -0.9459], [1.1430, -1.8426, -1.1300], [-0.0859, -2.0641, 0.1878], [1.6187, -1.9556, 0.5627]], "atomic_forces_ev_per_a": [[0.1115, -0.6543, -0.4775], [-0.3169, 0.0252, -0.0004], [0.6203, -0.1254, 0.0530], [-0.1124, 0.4545, 0.3716], [-0.0863, -0.1520, 0.1890], [0.0746, 0.3369, -0.0084], [-0.1175, 0.1646, -0.0128], [0.0014, 0.1574, 0.3569], [-0.0961, 0.0438, -0.0040], [-0.2032, -0.3394, -0.2888], [-0.0827, -0.1913, -0.2623], [0.2074, 0.2798, 0.0836]]}

[12]
{"formula": "C3H7O2", "method": "ωB97M-V/def2-TZVPD", "homo_energy_ha": -0.0958, "homo_lumo_gap_ev": 6.76, "charge": -1, "lumo_ha": 0.153, "elements": ["C", "O", "H", "H", "H", "C", "C", "O", "H", "H", "H", "H"], "xyz": [[-0.6687, 0.1918, 2.0848], [-1.0124, -0.2811, 3.1620], [-1.3083, 0.9606, 1.6899], [-0.1919, -0.4681, 1.2781], [2.8401, -0.8406, -0.1410], [-0.5111, -0.4620, -1.4767], [-0.5006, 0.9499, -1.2587], [0.0865, 1.5958, -0.2808], [-0.7740, -0.7764, -2.4690], [0.1361, -1.1231, -0.9302], [-1.1482, 1.6301, -1.9393], [3.0525, -1.3768, 0.2810]], "atomic_forces_ev_per_a": [[-2.4456, -3.1664, -0.6824], [1.3705, 0.5218, -0.1116], [0.5376, 1.3918, -0.3691], [0.4519, 1.2004, 1.1619], [-0.3906, 0.8498, -0.6533], [-0.0370, 2.6597, -0.2034], [0.6204, -0.0585, 1.6423], [-1.0423, -1.1412, -1.8720], [-0.4619, -0.2646, -0.3130], [0.2933, -0.0389, 0.3184], [0.7349, -1.1150, 0.4272], [0.3687, -0.8389, 0.6549]]}

Ordered energy relative to the best compared isomer or geometry (same formula, charge and spin) results: 4.8267; 6.5931; 1.7662; 2.2391; 5.6916; 1.6349; 3.1741; 2.5435; 2.0213; 3.0937; 1.9410; 3.7790; unit eV.